No. 1
The following is a DFT calculation (ωB97M-V/def2-TZVPD) of C3H10NO4 as an isolated structure at a distorted geometry.

The HOMO energy is -0.1823 Ha. As for the total charge: -1.

```
18
C3H10NO4 ωB97M-V/def2-TZVPD
O -3.35 0.60 -0.42
C -2.41 -0.22 0.03
C -1.00 -0.11 -0.37
N -0.31 -1.15 0.49
C 1.12 -1.33 -0.07
O 1.91 -0.18 0.04
H -2.66 -0.97 0.84
H -1.52 0.58 0.53
H -0.80 0.21 -1.35
H -0.25 -0.73 1.43
H 1.10 -1.39 -1.16
H 1.46 -2.31 0.50
H 0.51 1.56 1.98
H 1.64 0.53 1.39
O 1.20 0.96 2.30
H 1.96 0.62 -1.17
H 1.52 0.47 -2.80
O 1.86 1.07 -2.08
```



No. 2
The following is a DFT calculation (ωB97M-V/def2-TZVPD) of C52H66N5O4PTa as an isolated structure.

The HOMO energy is -0.5856 Ha. As for the total charge: +3.

```
129
C52H66N5O4PTa ωB97M-V/def2-TZVPD
Ta 0.83 -0.29 -0.30
C -3.29 -5.24 -2.80
O -2.71 -4.51 -3.89
C -1.96 -3.46 -3.67
C -1.47 -2.82 -4.84
C -0.67 -1.73 -4.72
C -0.29 -1.21 -3.44
C 0.60 -0.14 -3.34
C 1.12 0.61 -4.52
O 1.03 0.27 -2.19
C -0.83 -1.87 -2.29
O -0.55 -1.39 -1.07
C -1.66 -2.96 -2.39
H -3.84 -6.06 -3.26
H -3.98 -4.61 -2.24
H -2.51 -5.64 -2.16
H -1.74 -3.23 -5.80
H -0.29 -1.26 -5.62
H 1.84 0.00 -5.06
H 1.62 1.51 -4.18
H 0.32 0.87 -5.22
H -2.04 -3.42 -1.50
C 4.33 -2.91 -3.45
C 2.88 -2.44 -3.36
C 2.02 -3.42 -2.59
C 1.63 -4.59 -3.23
C 0.95 -5.59 -2.54
C 0.67 -5.42 -1.19
C 1.03 -4.26 -0.52
C 0.80 -4.16 0.96
C 2.04 -4.53 1.77
C 1.68 -3.26 -1.25
N 2.07 -2.04 -0.55
C 3.32 -1.96 -0.16
C 3.71 -0.76 0.44
C 4.87 -0.26 0.99
C 4.57 1.04 1.43
C 3.25 1.27 1.11
N 2.69 0.19 0.50
H 4.92 -2.22 -4.05
H 4.39 -3.90 -3.90
H 4.79 -2.97 -2.46
H 2.47 -2.36 -4.37
H 2.84 -1.44 -2.91
H 1.88 -4.74 -4.27
H 0.67 -6.50 -3.05
H 0.19 -6.22 -0.64
H -0.02 -4.83 1.23
H 0.47 -3.15 1.23
H 2.40 -5.52 1.50
H 1.82 -4.54 2.84
H 2.86 -3.83 1.61
H 3.98 -2.81 -0.29
H 5.82 -0.77 1.08
H 5.24 1.74 1.91
H 2.66 2.15 1.30
O 0.21 1.53 0.10
P -0.35 3.01 0.27
C 0.60 4.29 -0.63
C 1.54 5.25 0.14
C 3.02 4.89 0.15
C 3.52 4.48 -1.22
C 2.68 3.33 -1.78
C 1.22 3.75 -1.93
C -2.06 3.14 -0.38
C -3.05 2.11 0.20
C -3.07 0.79 -0.56
C -3.26 0.98 -2.06
C -2.20 1.92 -2.61
C -2.23 3.27 -1.90
C -0.54 3.30 2.05
C -1.16 4.70 2.32
C -0.64 5.28 3.64
C -0.65 4.22 4.72
C 0.32 3.07 4.39
C 0.70 3.03 2.91
H -0.25 4.92 -0.93
H 1.18 5.41 1.16
H 1.43 6.22 -0.35
H 3.22 4.09 0.87
H 3.57 5.76 0.52
H 4.57 4.19 -1.17
H 3.46 5.33 -1.91
H 2.76 2.47 -1.12
H 3.07 3.02 -2.75
H 0.63 2.92 -2.32
H 1.16 4.55 -2.68
H -2.31 4.11 0.06
H -4.04 2.57 0.14
H -2.87 1.94 1.27
H -3.86 0.15 -0.15
H -2.13 0.26 -0.39
H -4.25 1.41 -2.25
H -3.24 0.02 -2.57
H -2.34 2.07 -3.68
H -1.21 1.47 -2.48
H -3.20 3.74 -2.07
H -1.50 3.95 -2.33
H -1.28 2.54 2.35
H -2.24 4.60 2.37
H -0.95 5.40 1.50
H -1.27 6.13 3.92
H 0.36 5.69 3.51
H -1.67 3.83 4.82
H -0.40 4.65 5.69
H -0.13 2.11 4.67
H 1.24 3.16 4.98
H 1.11 2.04 2.67
H 1.48 3.76 2.69
N -7.12 -3.69 6.06
C -6.15 -3.31 5.58
C -4.94 -2.83 4.97
C -5.01 -1.80 4.04
C -3.85 -1.33 3.45
C -2.64 -1.92 3.79
C -2.56 -2.95 4.72
C -3.72 -3.41 5.31
N -1.44 -1.45 3.16
C -0.25 -1.12 3.79
C 0.60 -0.74 2.81
N -0.05 -0.82 1.59
C -1.28 -1.26 1.85
H -5.96 -1.36 3.79
H -3.88 -0.51 2.75
H -1.61 -3.40 4.96
H -3.69 -4.21 6.03
H -0.14 -1.19 4.85
H 1.63 -0.42 2.89
H -2.04 -1.48 1.12
```



No. 3
The following is a DFT calculation (ωB97M-V/def2-TZVPD) of a 7-piece molecular cluster, C29H46N6O3 overall at a distorted geometry.

The HOMO energy is -0.3176 Ha. As for the SMILES: C#C[C@H]1C[C@H](CCCCCCCCCCOC)OC1=O.CC#N.CC#N.CC#N.CC#N.CC#N.CC#N.

```
84
C29H46N6O3 ωB97M-V/def2-TZVPD
C -1.37 5.04 4.40
C -2.56 4.97 4.61
C -4.03 4.65 4.63
C -4.42 4.25 3.16
C -3.51 2.98 3.04
C -4.07 1.73 2.31
C -3.03 0.97 1.43
C -1.58 0.91 2.02
C -1.01 -0.56 2.10
C 0.40 -0.61 1.43
C 1.59 -0.59 2.43
C 2.41 0.72 2.43
C 2.89 1.20 1.03
C 3.28 0.08 0.06
C 3.74 0.69 -1.31
O 2.96 1.81 -1.71
C 3.65 3.04 -1.56
O -3.26 2.50 4.40
C -4.10 3.20 5.23
O -4.73 2.79 6.15
H -0.35 5.08 4.08
H -4.62 5.43 5.13
H -5.49 4.07 3.02
H -3.92 4.99 2.52
H -2.63 3.29 2.46
H -4.93 2.03 1.67
H -4.49 1.04 3.05
H -3.38 -0.09 1.36
H -2.96 1.33 0.39
H -1.49 1.33 3.03
H -0.94 1.54 1.36
H -0.91 -0.80 3.17
H -1.70 -1.29 1.67
H 0.50 0.15 0.63
H 0.45 -1.58 0.90
H 2.25 -1.45 2.24
H 1.20 -0.71 3.45
H 3.31 0.54 3.06
H 1.88 1.57 2.92
H 2.15 1.91 0.63
H 3.81 1.81 1.20
H 4.12 -0.53 0.44
H 2.47 -0.62 -0.18
H 3.53 -0.10 -2.06
H 4.83 0.86 -1.34
H 3.07 3.66 -0.86
H 3.72 3.60 -2.51
H 4.65 2.94 -1.11
C -6.27 -2.22 3.86
C -5.76 -1.73 2.58
N -5.35 -1.34 1.57
H -5.46 -2.27 4.59
H -7.05 -1.55 4.23
H -6.70 -3.22 3.73
C 3.48 0.33 -5.65
C 2.79 0.95 -4.51
N 2.26 1.42 -3.60
H 2.75 -0.02 -6.38
H 4.13 1.07 -6.13
H 4.09 -0.51 -5.32
C 0.42 2.29 -7.71
C 1.21 1.25 -8.39
N 1.83 0.44 -8.92
H 0.28 2.02 -6.67
H 0.93 3.24 -7.77
H -0.56 2.38 -8.19
C 4.12 -1.91 -10.12
C 5.22 -2.82 -9.77
N 6.08 -3.53 -9.50
H 3.24 -2.49 -10.41
H 3.87 -1.29 -9.27
H 4.42 -1.28 -10.96
C 1.68 -4.90 3.11
C 1.42 -4.21 1.85
N 1.22 -3.66 0.85
H 1.63 -5.98 2.96
H 2.67 -4.63 3.49
H 0.93 -4.61 3.85
C -2.19 -6.51 2.59
C -1.08 -7.45 2.83
N -0.22 -8.19 3.02
H -3.09 -7.07 2.34
H -2.37 -5.92 3.49
H -1.93 -5.85 1.77
```



Calculated values (eV) of HOMO-LUMO gap for the records, taken in order: 8.68 6.50 8.85.
Calculated values (kJ/mol) of energy relative to the best compared isomer or geometry (same formula, charge and spin) for the records, taken in order: 538.47 0.00 0.00.